[1]
# C4H10OS

One molecule with the formula C4H10OS in a non-equilibrium geometry (ωB97M-V/def2-TZVPD, the OMol25 dataset).

The value obtained for the HOMO energy is -8.61 eV. The SMILES is CO[C@@H](C)SC. As for the LUMO energy: 0.035 Eh. As for the largest force on an atom: 0.0416 Eh/bohr. For the frontier orbital gap, the calculation gives 9.56 eV. As for the net charge: 0.

Element x y z (Å)
C  2.016  -1.264  -0.079
O  1.588  0.049  -0.407
C  0.308  0.362  -0.007
C  0.154  1.845  -0.320
S  -0.969  -0.612  -0.934
C  -2.328  -0.553  0.247
H  1.636  -2.011  -0.747
H  3.162  -1.304  -0.199
H  1.695  -1.572  0.951
H  0.222  0.135  1.044
H  0.920  2.327  0.305
H  0.382  2.024  -1.395
H  -0.851  2.243  -0.134
H  -2.849  0.451  0.215
H  -1.969  -0.762  1.312
H  -3.118  -1.357  0.147

natural (NBO) charges in e: -0.259 -0.535 0.015 -0.630 0.145 -0.783 0.185 0.196 0.169 0.169 0.214 0.226 0.214 0.215 0.218 0.243

---

[2]
# C4H10OS

A 2-piece molecular cluster, C4H10OS overall in a non-equilibrium geometry (ωB97M-V/def2-TZVPD, the OMol25 dataset).

The value obtained for the HOMO energy is -8.71 eV. The SMILES is C=CO.CCS. As for the LUMO energy: 0.024 Eh. As for the largest force on an atom: 0.0712 Eh/bohr. For the frontier orbital gap, the calculation gives 9.35 eV. As for the net charge: 0.

Element x y z (Å)
C  2.263  -0.931  1.187
C  1.629  -2.078  1.583
O  0.469  -2.552  1.037
H  2.800  -0.336  1.906
H  1.745  -0.433  0.375
H  2.185  -2.732  2.283
H  0.379  -3.531  1.165
C  -2.168  0.876  -1.441
C  -1.071  1.475  -0.630
S  0.033  2.553  -1.459
H  -3.149  0.906  -0.918
H  -2.678  1.575  -2.193
H  -1.810  0.117  -2.140
H  -0.348  0.672  -0.229
H  -1.379  2.087  0.229
H  1.097  2.333  -0.754

natural (NBO) charges in e: -0.536 0.165 -0.682 0.218 0.189 0.160 0.487 -0.663 -0.558 -0.022 0.243 0.215 0.236 0.224 0.216 0.107

---

[3]
# C4H10OS

A 2-piece molecular cluster, C4H10OS overall in a non-equilibrium geometry (ωB97M-V/def2-TZVPD, the OMol25 dataset).

The value obtained for the HOMO energy is -9.00 eV. The SMILES is C=CO.CCS. As for the LUMO energy: 0.030 Eh. As for the largest force on an atom: 0.0635 Eh/bohr. For the frontier orbital gap, the calculation gives 9.80 eV. As for the net charge: 0.

Element x y z (Å)
C  -1.173  1.402  1.121
C  -2.204  0.556  1.072
O  -3.504  0.817  1.471
H  -0.157  1.060  0.899
H  -1.186  2.428  1.704
H  -2.069  -0.383  0.517
H  -3.341  1.005  2.432
C  0.768  0.377  -1.690
C  0.862  -1.045  -1.037
S  2.517  -1.086  -0.412
H  -0.334  0.591  -1.813
H  1.448  1.125  -1.235
H  0.917  0.548  -2.831
H  0.750  -1.796  -1.821
H  -0.052  -1.280  -0.388
H  2.267  -0.200  0.571

natural (NBO) charges in e: -0.487 0.119 -0.691 0.208 0.202 0.166 0.483 -0.658 -0.569 0.002 0.218 0.222 0.225 0.232 0.218 0.110

---

[4]
# C4H10OS

A 2-piece molecular cluster, C4H10OS overall in a non-equilibrium geometry (ωB97M-V/def2-TZVPD, the OMol25 dataset).

The value obtained for the HOMO energy (spin up / spin down) is -11.38 / -11.25 eV. As for the multiplicity: 2. As for the LUMO energy (spin up / spin down): -0.202 / -0.313 Eh. As for the largest force on an atom: 0.0794 Eh/bohr. Its expectation value of S² is 0.757. For the frontier orbital gap (spin up / spin down), the calculation gives 5.89 / 2.73 eV. As for the net charge: +1.

Element x y z (Å)
C  -3.236  -1.240  -0.945
S  -1.459  -1.245  -1.076
C  -1.121  -2.004  0.516
H  -3.754  -0.853  -1.831
H  -3.544  -0.715  -0.042
H  -3.689  -2.243  -0.997
H  -0.060  -2.243  0.625
H  -1.273  -1.337  1.376
H  -1.723  -2.895  0.659
C  3.484  2.916  -0.009
C  2.818  1.792  0.347
O  1.554  1.624  0.648
H  4.460  3.154  0.406
H  2.939  3.755  -0.446
H  3.322  0.842  0.168
H  1.283  0.691  0.601

natural (NBO) charges in e: -0.775 0.205 -0.764 0.251 0.223 0.230 0.218 0.207 0.236 -0.160 0.336 -0.495 0.269 0.258 0.221 0.540

---

[5]
# C4H10OS2

One molecule with the formula C4H10OS2 in a non-equilibrium geometry (ωB97M-V/def2-TZVPD, the OMol25 dataset).

The value obtained for the HOMO energy is -8.19 eV. The SMILES is CSSCCCO. As for the LUMO energy: 0.023 Eh. As for the largest force on an atom: 0.0606 Eh/bohr. For the frontier orbital gap, the calculation gives 8.82 eV. As for the net charge: 0.

Element x y z (Å)
C  -2.229  -0.867  0.688
S  -1.744  0.581  -0.336
S  -0.014  1.368  0.504
C  0.702  -0.341  1.104
C  0.846  -1.417  -0.034
C  1.501  -0.781  -1.288
O  2.700  -0.188  -0.783
H  -1.481  -1.730  0.741
H  -2.569  -0.704  1.660
H  -3.018  -1.314  0.077
H  1.665  0.084  1.478
H  0.052  -0.764  1.852
H  -0.096  -1.639  -0.508
H  1.550  -2.216  0.261
H  1.776  -1.625  -2.008
H  0.953  -0.152  -1.926
H  2.781  0.826  -0.866

natural (NBO) charges in e: -0.748 0.062 0.023 -0.463 -0.470 -0.053 -0.762 0.218 0.215 0.236 0.243 0.212 0.221 0.233 0.163 0.186 0.484

---

[6]
# C4H10OS2

One molecule with the formula C4H10OS2 in a non-equilibrium geometry (ωB97M-V/def2-TZVPD, the OMol25 dataset).

The value obtained for the HOMO energy is -9.14 eV. The SMILES is CSSCCCO. As for the LUMO energy: -0.034 Eh. As for the largest force on an atom: 0.0692 Eh/bohr. For the frontier orbital gap, the calculation gives 8.22 eV. As for the net charge: 0.

Element x y z (Å)
C  -0.141  -1.695  -2.822
S  0.711  -1.566  -1.253
S  -1.302  -0.721  -0.154
C  -0.559  0.996  -0.056
C  0.702  0.968  0.770
C  0.548  0.410  2.171
O  -0.557  0.853  2.958
H  -0.554  -0.761  -3.262
H  -0.968  -2.422  -2.728
H  0.580  -1.980  -3.593
H  -1.366  1.511  0.503
H  -0.311  1.451  -1.020
H  1.507  0.364  0.343
H  1.052  1.996  0.892
H  1.430  0.655  2.776
H  0.592  -0.684  1.992
H  -1.365  0.626  2.482

natural (NBO) charges in e: -0.775 0.097 0.040 -0.503 -0.453 -0.066 -0.711 0.223 0.228 0.231 0.219 0.230 0.227 0.208 0.184 0.160 0.460